Here is 2 unconnected molecules or ions with the total composition C3H10NO from the Open Molecules 2025 dataset. Energies are from the ωB97M-V functional and the def2-TZVPD basis.

Summary:
Net charge = +1
Gap between HOMO and LUMO = 10.895 eV
Largest force on an atom = 0.0310 Eh/bohr
Relative energy (zero: lowest compared OMol25 entry of this formula, charge and spin) = 28.51 kcal/mol
Molecular weight = 76.12 g/mol
DFT total energy = -250.008369 Ha
LUMO = -3.36 eV

Each line ends with the Löwdin charge.
Geometry (Å):
C 2.494 0.252 0.565  -0.06
C 1.083 0.015 0.133  -0.12
C 0.392 -1.109 0.241  -0.07
N -1.100 -1.051 0.017  0.18
H 3.119 -0.530 0.134  0.10
H 2.765 1.297 0.506  0.08
H 2.524 0.061 1.644  0.09
H 0.639 0.650 -0.628  0.12
H 0.645 -2.162 0.262  0.13
H -1.533 -1.614 0.745  0.17
H -1.479 -0.089 0.002  0.10
H -1.313 -1.430 -0.910  0.17
H -2.969 1.771 -1.111  0.07
H -1.829 2.288 -0.269  0.07
O -2.099 1.516 -0.780  -0.04

Here is 2 unconnected molecules or ions with the total composition C3H10NO from the Open Molecules 2025 dataset. Energies are from the ωB97M-V functional and the def2-TZVPD basis.

Summary:
Net charge = +1
Gap between HOMO and LUMO = 10.232 eV
Largest force on an atom = 0.0263 Eh/bohr
Relative energy (zero: lowest compared OMol25 entry of this formula, charge and spin) = 34.67 kcal/mol
Molecular weight = 76.12 g/mol
DFT total energy = -249.998564 Ha
LUMO = -3.41 eV

Each line ends with the Löwdin charge.
Geometry (Å):
C -0.550 -1.795 -0.216  0.01
N -1.516 -0.635 -0.415  0.15
H 0.382 -1.506 -0.693  0.09
H -0.323 -1.829 0.844  0.10
H -0.988 -2.633 -0.727  0.10
H -0.978 0.205 -0.154  0.10
H -2.316 -0.628 0.220  0.17
H -1.831 -0.608 -1.381  0.17
C 1.410 1.497 -0.593  0.04
C 1.235 1.010 0.629  -0.26
O 0.001 0.996 1.299  -0.06
H 0.876 2.304 -1.071  0.08
H 2.351 1.204 -1.052  0.07
H 2.098 0.816 1.266  0.13
H 0.151 1.602 2.043  0.12

Here is 2 unconnected molecules or ions with the total composition C3H10NO2 from the Open Molecules 2025 dataset. Energies are from the ωB97M-V functional and the def2-TZVPD basis.

Summary:
Net charge = -1
Gap between HOMO and LUMO = 7.424 eV
Largest force on an atom = 0.0810 Eh/bohr
Relative energy (zero: lowest compared OMol25 entry of this formula, charge and spin) = 35.90 kcal/mol
Molecular weight = 92.12 g/mol
DFT total energy = -325.497467 Ha
LUMO = 4.31 eV

Each line ends with the Löwdin charge.
Geometry (Å):
C -0.361 0.489 -0.383  -0.55
O 0.930 0.328 -0.500  -0.27
C -0.933 0.029 0.971  -0.43
C -0.473 1.052 2.219  -0.08
N -0.615 -1.367 1.030  0.00
H -0.884 1.359 -0.775  0.08
H -0.969 -0.068 -1.124  0.08
H -2.066 0.169 1.052  0.12
H 0.598 1.296 2.114  0.04
H -0.751 0.506 3.286  0.09
H -0.949 2.033 2.281  0.02
H 0.370 -1.273 0.813  0.05
H -1.181 -1.789 0.326  0.05
H 1.013 0.037 -2.080  -0.03
H 1.787 -1.231 -2.647  0.00
O 1.313 -0.438 -2.912  -0.15

Here is 2 unconnected molecules or ions with the total composition C3H10NO2 from the Open Molecules 2025 dataset. Energies are from the ωB97M-V functional and the def2-TZVPD basis.

Summary:
Net charge = +1
Gap between HOMO and LUMO = 11.794 eV
Largest force on an atom = 0.0422 Eh/bohr
Relative energy (zero: lowest compared OMol25 entry of this formula, charge and spin) = 27.32 kcal/mol
Molecular weight = 92.12 g/mol
DFT total energy = -325.273987 Ha
LUMO = -3.45 eV

Each line ends with the Löwdin charge.
Geometry (Å):
O 2.393 -0.621 0.935  0.11
C 1.390 -0.972 1.482  -0.17
C 0.034 -0.570 0.885  -0.06
N 0.328 0.279 -0.328  -0.02
C 0.261 1.791 -0.143  0.05
H 1.259 -1.525 2.425  0.15
H -0.702 -0.035 1.469  0.14
H -0.345 -1.485 0.416  0.13
H -0.341 0.060 -1.078  0.12
H 1.335 0.109 -0.467  0.14
H 1.281 2.113 0.052  0.11
H -0.048 2.181 -1.102  0.10
H -0.440 2.008 0.633  0.09
H -2.243 -0.890 -2.476  0.08
H -2.238 -1.622 -1.136  0.07
O -1.924 -0.820 -1.566  -0.03

Here is 3 unconnected molecules or ions with the total composition C3H10NO2 from the Open Molecules 2025 dataset. Energies are from the ωB97M-V functional and the def2-TZVPD basis.

Summary:
Net charge = +1
Gap between HOMO and LUMO = 8.982 eV
Largest force on an atom = 0.0649 Eh/bohr
Relative energy (zero: lowest compared OMol25 entry of this formula, charge and spin) = 75.58 kcal/mol
Molecular weight = 92.12 g/mol
DFT total energy = -325.197077 Ha
LUMO = -5.05 eV

Each line ends with the Löwdin charge.
Geometry (Å):
C -1.674 1.005 1.341  -0.08
C -0.551 1.263 2.013  0.07
C -0.804 -0.937 0.116  0.12
N -1.768 -0.150 0.388  0.06
H -2.741 1.180 1.485  0.12
H 0.354 1.457 1.432  0.09
H -0.538 1.451 3.067  0.08
H -0.943 -1.785 -0.512  0.11
H 0.223 -0.689 0.398  0.12
H -2.563 -0.028 -0.241  0.18
H 3.486 -1.314 -0.646  0.06
H 3.697 0.194 -1.109  0.06
O 3.064 -0.504 -0.936  -0.04
H 1.401 -0.314 -1.845  0.02
H 0.245 -0.735 -2.760  0.07
O 0.433 -0.276 -1.933  -0.06

Here is 3 unconnected molecules or ions with the total composition C3H10NO2 from the Open Molecules 2025 dataset. Energies are from the ωB97M-V functional and the def2-TZVPD basis.

Summary:
Net charge = +1
Gap between HOMO and LUMO = 9.302 eV
Largest force on an atom = 0.0666 Eh/bohr
Relative energy (zero: lowest compared OMol25 entry of this formula, charge and spin) = 50.92 kcal/mol
Molecular weight = 92.12 g/mol
DFT total energy = -325.236376 Ha
LUMO = -5.07 eV

Each line ends with the Löwdin charge.
Geometry (Å):
C -1.627 0.851 0.790  -0.09
C -0.470 0.656 1.459  0.12
C -1.499 -1.203 -0.577  0.17
N -1.979 -0.013 -0.300  0.03
H -2.353 1.582 0.957  0.10
H 0.334 0.069 1.032  0.05
H -0.323 1.159 2.359  0.06
H -2.134 -1.877 -1.273  0.17
H -0.599 -1.504 -0.121  0.08
H -2.733 0.378 -0.928  0.20
H 3.354 0.997 0.351  0.09
H 3.508 -0.527 0.633  0.08
O 2.877 0.148 0.329  -0.05
H 1.646 -0.144 -0.890  0.02
H 1.159 -0.242 -2.366  0.06
O 0.841 -0.331 -1.457  -0.09

Here is 3 unconnected molecules or ions with the total composition C3H10NO2 from the Open Molecules 2025 dataset. Energies are from the ωB97M-V functional and the def2-TZVPD basis.

Summary:
Net charge = +1
Gap between HOMO and LUMO = 8.273 eV
Largest force on an atom = 0.0381 Eh/bohr
Relative energy (zero: lowest compared OMol25 entry of this formula, charge and spin) = 75.48 kcal/mol
Molecular weight = 92.12 g/mol
DFT total energy = -325.197243 Ha
LUMO = -5.64 eV

Each line ends with the Löwdin charge.
Geometry (Å):
C -2.652 0.410 1.231  -0.13
C -2.257 -0.198 2.341  0.11
C -0.587 0.468 -0.100  0.20
N -1.843 0.666 0.079  0.05
H -3.331 1.276 1.303  0.14
H -1.270 -0.645 2.401  0.08
H -3.082 -0.431 3.009  0.10
H 0.022 1.015 -0.802  0.13
H -0.106 -0.315 0.472  0.08
H -2.302 1.123 -0.706  0.18
H 4.177 -1.086 -3.465  0.02
H 3.889 0.229 -4.287  0.02
O 3.560 -0.616 -4.011  -0.05
H 2.127 -0.783 0.440  0.05
H 2.228 -0.770 2.057  0.07
O 1.843 -0.373 1.262  -0.06

Here is 2 unconnected molecules or ions with the total composition C3H10NO2 from the Open Molecules 2025 dataset. Energies are from the ωB97M-V functional and the def2-TZVPD basis.

Summary:
Net charge = +1
Gap between HOMO and LUMO = 11.602 eV
Largest force on an atom = 0.0578 Eh/bohr
Relative energy (zero: lowest compared OMol25 entry of this formula, charge and spin) = 27.99 kcal/mol
Molecular weight = 92.12 g/mol
DFT total energy = -325.272920 Ha
LUMO = -3.51 eV

Each line ends with the Löwdin charge.
Geometry (Å):
O -0.572 -0.077 -1.626  0.11
C -0.277 -1.128 -1.149  -0.16
C 0.276 -1.165 0.310  -0.26
C 1.786 -1.405 0.363  -0.04
N 0.013 0.216 0.835  0.18
H -0.281 -2.147 -1.579  0.15
H -0.163 -1.883 1.008  0.16
H 2.280 -1.266 -0.634  0.11
H 1.979 -2.489 0.471  0.10
H 2.400 -0.983 1.168  0.10
H 0.835 0.577 1.331  0.17
H -0.629 0.205 1.631  0.17
H -0.382 0.851 0.107  0.12
H -2.010 2.817 0.344  0.08
H -1.020 3.544 1.190  0.07
O -1.085 2.741 0.655  -0.05

Here is a gas-phase ion, C3H10NO2 (charge +1) from the Open Molecules 2025 dataset. Energies are from the ωB97M-V functional and the def2-TZVPD basis.

Summary:
Net charge = +1
Gap between HOMO and LUMO = 11.922 eV
Largest force on an atom = 0.0976 Eh/bohr
Relative energy (zero: lowest compared OMol25 entry of this formula, charge and spin) = 38.58 kcal/mol
Molecular weight = 92.12 g/mol
SMILES string = CO[C@](C)([NH3+])O
DFT total energy = -325.256041 Ha
LUMO = -3.50 eV

Each line ends with the Löwdin charge.
Geometry (Å):
C 2.040 -0.119 0.206  -0.01
O 0.683 -0.388 0.543  -0.02
C -0.246 0.248 -0.022  -0.64
C -1.320 0.789 0.905  0.04
N -0.911 -0.887 -1.034  0.27
O 0.106 1.297 -0.886  0.08
H 2.320 0.912 0.291  0.10
H 2.336 -0.545 -0.849  0.14
H 2.701 -0.729 0.837  0.11
H -0.907 1.486 1.680  0.14
H -2.102 1.378 0.334  0.12
H -1.810 0.020 1.427  0.08
H -0.642 -1.853 -0.821  0.17
H -0.856 -0.690 -2.039  0.16
H -1.946 -0.893 -0.993  0.16
H -0.592 1.935 -0.815  0.10

Here is 2 unconnected molecules or ions with the total composition C3H10NO2 from the Open Molecules 2025 dataset. Energies are from the ωB97M-V functional and the def2-TZVPD basis.

Summary:
Net charge = +1
Gap between HOMO and LUMO = 11.095 eV
Largest force on an atom = 0.0957 Eh/bohr
Relative energy (zero: lowest compared OMol25 entry of this formula, charge and spin) = 15.97 kcal/mol
Molecular weight = 92.12 g/mol
DFT total energy = -325.292070 Ha
LUMO = -3.42 eV

Each line ends with the Löwdin charge.
Geometry (Å):
C 2.986 0.261 1.185  0.02
C -3.074 0.229 -0.495  -0.03
C 1.691 0.067 0.337  -0.57
N -1.816 -0.615 -0.524  0.14
O 1.835 0.068 -0.969  0.12
O 0.651 -0.200 0.874  0.07
H 3.418 1.252 1.010  0.09
H 2.675 0.223 2.291  0.12
H 3.712 -0.495 1.006  0.07
H -3.715 0.241 0.493  0.15
H -2.720 1.263 -0.776  0.12
H -3.703 -0.084 -1.245  0.05
H -1.970 -1.609 -0.086  0.23
H -1.740 -0.729 -1.568  0.18
H 2.761 0.286 -1.289  0.17
H -0.990 -0.160 -0.243  0.06

| no. | HOMO energy (eV) |
| --- | --- |
| 1 | -14.26 |
| 2 | -13.64 |
| 3 | -3.11 |
| 4 | -15.24 |
| 5 | -14.04 |
| 6 | -14.37 |
| 7 | -13.91 |
| 8 | -15.11 |
| 9 | -15.43 |
| 10 | -14.52 |